Record 1
Below is a cluster of 13 separate species, H24O16S in total in a non-equilibrium geometry, with properties calculated with ωB97M-V/def2-TZVPD.

Lowest unoccupied orbital energy   4.991 eV
Charge   -2
E_HOMO   -4.4 eV
Energy above the lowest of the compared OMol25 structures with the same formula, charge and spin   4.342 eV
Largest force on an atom   11.4 eV Å⁻¹

Geometry as XYZ:
```
41
H24O16S, DFT ωB97M-V/def2-TZVPD
S -0.097 -0.234 -0.149
O -0.876 -0.401 -1.315
O -0.126 1.155 0.315
O -0.426 -1.122 0.980
O 1.276 -0.527 -0.491
O 1.163 -1.935 2.664
H 0.714 -1.455 1.987
H 0.921 -1.418 3.473
O -2.102 2.428 -2.962
H -2.127 2.424 -1.880
H -1.719 1.524 -3.254
O -0.962 2.268 2.640
H -0.691 3.203 2.461
H -0.597 1.881 1.862
O 1.846 -2.562 -1.981
H 1.689 -1.797 -1.318
H 1.163 -3.278 -1.636
O -1.276 -3.433 0.849
H -1.094 -2.506 0.937
H -0.614 -3.810 1.370
O 1.707 2.637 1.162
H 1.889 2.295 1.950
H 1.121 2.066 0.631
O -2.914 -2.032 -1.713
H -3.290 -1.946 -0.935
H -2.228 -1.216 -1.604
O -0.233 0.427 -3.619
H -0.497 -0.117 -2.884
H 0.588 0.850 -3.277
O -2.094 -0.600 2.793
H -1.891 0.346 3.261
H -1.624 -0.713 1.942
O 3.223 -0.504 1.373
H 2.565 -0.398 0.558
H 3.014 -1.194 1.803
O 3.468 0.134 -1.909
H 2.968 0.742 -2.545
H 2.860 -0.095 -1.206
O -1.817 2.908 -0.293
H -1.227 2.252 -0.123
H -1.650 3.753 0.083
```

Record 2
Below is a cluster of 4 separate species, C14H29N8O6S in total in a non-equilibrium geometry, with properties calculated with ωB97M-V/def2-TZVPD.

Lowest unoccupied orbital energy   -3.771 eV
Charge   +1
E_HOMO   -11.5 eV
Energy above the lowest of the compared OMol25 structures with the same formula, charge and spin   0.403 eV
Largest force on an atom   1.1 eV Å⁻¹

Geometry as XYZ:
```
58
C14H29N8O6S, DFT ωB97M-V/def2-TZVPD
C 4.925 0.124 0.758
O 3.865 -0.805 0.863
C 2.790 -0.497 -0.002
C 2.171 0.851 0.363
C 0.845 1.246 -0.274
C 0.193 0.639 -1.468
C -1.141 1.304 -1.849
C -2.360 0.714 -1.125
C -2.557 1.299 0.258
O -2.996 2.415 0.410
O -2.189 0.563 1.328
N 0.343 2.220 0.409
C 1.176 2.575 1.575
C 1.738 1.157 1.828
N 2.686 0.982 2.930
C 2.345 0.105 3.707
S 1.798 -0.996 4.663
H 4.745 1.022 1.366
H 5.064 0.460 -0.282
H 5.864 -0.301 1.109
H 2.083 -1.327 0.045
H 3.225 -0.443 -1.012
H 2.800 1.721 0.106
H 0.879 0.724 -2.317
H -0.023 -0.412 -1.241
H -1.124 2.393 -1.742
H -1.284 1.092 -2.912
H -3.261 0.980 -1.683
H -2.343 -0.379 -1.051
H -2.363 1.123 2.101
H -0.524 2.715 0.216
H 0.633 2.916 2.455
H 1.925 3.291 1.225
H 0.836 0.555 2.019
C -1.963 1.206 -5.976
O -1.388 1.194 -4.886
N -2.843 2.182 -6.316
N -1.758 0.248 -6.915
H -3.323 2.215 -7.196
H -3.014 2.905 -5.642
H -1.112 -0.487 -6.693
H -2.214 0.239 -7.808
C -0.129 -2.682 8.617
O -0.148 -3.429 9.573
N -1.258 -2.363 7.910
N 1.023 -2.095 8.164
H -1.264 -1.748 7.119
H -2.120 -2.776 8.215
H 1.870 -2.306 8.659
H 1.061 -1.476 7.378
C -1.236 -3.071 -3.327
O -0.664 -4.138 -3.261
N -2.485 -2.868 -2.802
N -0.680 -1.972 -3.932
H -2.977 -1.996 -2.854
H -2.925 -3.651 -2.354
H 0.233 -2.083 -4.333
H -1.137 -1.078 -3.999
```

Record 3
Below is a cluster of 2 separate species, C3H5O2S2 in total in a non-equilibrium geometry, with properties calculated with ωB97M-V/def2-TZVPD.

Lowest unoccupied orbital energy (alpha / beta)   2.196 / 2.792 eV
Charge   -1
E_HOMO (alpha / beta)   -2.6 / -3.7 eV
Energy above the lowest of the compared OMol25 structures with the same formula, charge and spin   2.362 eV
Largest force on an atom   3.6 eV Å⁻¹

Geometry as XYZ:
```
12
C3H5O2S2, DFT ωB97M-V/def2-TZVPD
C 1.042 0.674 0.000
C 0.997 -0.151 -1.254
C 0.651 0.148 1.229
O 1.398 1.826 -0.078
O -3.080 0.577 -0.316
S -2.680 -1.945 0.910
S -2.497 -0.068 0.883
H 0.140 0.053 -1.936
H 1.921 0.114 -1.793
H 0.931 -1.253 -1.095
H 0.406 -0.800 1.442
H 0.773 0.827 2.008
```

Record 4
Below is a cluster of 3 separate species, C14H40IN6O5P3 in total in a non-equilibrium geometry, with properties calculated with ωB97M-V/def2-TZVPD.

SMILES   CN(C)P(=O)(N(C)C)N(C)C.CN(C)P(=O)(N(C)C)N(C)C.O=COCP(O)I
Lowest unoccupied orbital energy   -0.903 eV
E_HOMO   -7.7 eV
Energy above the lowest of the compared OMol25 structures with the same formula, charge and spin   9.505 eV
Largest force on an atom   9.2 eV Å⁻¹

Geometry as XYZ:
```
69
C14H40IN6O5P3, DFT ωB97M-V/def2-TZVPD
C -4.338 -1.751 0.661
N -3.173 -2.181 -0.086
C -3.441 -2.266 -1.514
P -1.690 -2.780 0.479
O -0.893 -1.669 -0.246
N -1.314 -2.107 2.023
C -2.183 -1.182 2.738
C 0.071 -1.631 2.178
N -2.607 -4.058 1.313
C -3.330 -5.027 0.496
C -2.488 -4.461 2.704
H -4.580 -2.417 1.492
H -5.245 -1.725 0.043
H -4.205 -0.734 1.038
H -3.912 -3.219 -1.762
H -2.520 -2.188 -2.103
H -4.094 -1.458 -1.859
H -2.305 -0.242 2.195
H -1.775 -0.947 3.730
H -3.156 -1.623 2.944
H 0.203 -0.632 1.741
H 0.774 -2.317 1.696
H 0.353 -1.580 3.236
H -4.330 -4.661 0.249
H -3.461 -5.998 0.985
H -2.786 -5.217 -0.437
H -3.281 -3.998 3.297
H -1.517 -4.209 3.145
H -2.575 -5.546 2.837
C 3.508 5.059 -0.350
N 2.181 5.409 0.114
C 1.927 6.839 0.014
P 1.035 4.455 0.924
O -0.032 4.697 -0.171
N 1.196 2.799 0.468
C 2.207 2.307 -0.458
C -0.069 2.109 0.159
N 2.263 4.178 2.183
C 2.703 5.322 2.975
C 2.672 2.903 2.747
H 4.069 4.465 0.374
H 4.133 5.943 -0.538
H 3.459 4.521 -1.299
H 2.334 7.365 0.879
H 0.854 7.055 -0.033
H 2.365 7.271 -0.891
H 2.072 2.721 -1.460
H 2.166 1.213 -0.539
H 3.214 2.514 -0.102
H -0.406 2.329 -0.863
H -0.855 2.409 0.857
H 0.043 1.022 0.254
H 3.525 5.845 2.482
H 3.056 5.049 3.975
H 1.874 6.025 3.117
H 3.595 2.562 2.272
H 1.908 2.122 2.648
H 2.864 2.962 3.825
O -1.000 -4.992 -6.959
C -0.044 -4.351 -6.230
O 0.010 -4.598 -4.780
C 1.394 -4.644 -4.273
P 2.290 -2.935 -4.315
O 2.817 -2.512 -5.919
I 0.653 -1.152 -3.688
H 0.636 -3.611 -6.834
H 2.046 -5.523 -4.742
H 1.306 -4.917 -3.114
H 3.833 -2.409 -5.926
```

Record 5
Below is a structure of composition C32H31CrN8S, with properties calculated with ωB97M-V/def2-TZVPD.

Lowest unoccupied orbital energy (alpha / beta)   -2.887 / -3.784 eV
Charge   +1
E_HOMO (alpha / beta)   -8.6 / -8.7 eV
Energy above the lowest of the compared OMol25 structures with the same formula, charge and spin   4.227 eV
2S+1   5
Largest force on an atom   0.8 eV Å⁻¹

Geometry as XYZ:
```
73
C32H31CrN8S, DFT ωB97M-V/def2-TZVPD
Cr -0.025 0.350 -0.460
C -0.533 1.513 -3.140
C -1.354 2.582 -2.426
C -1.083 2.685 -0.905
C -1.406 4.055 -0.392
C -0.447 4.861 0.061
C 0.936 4.416 0.162
C 1.205 3.131 -0.124
N 0.272 2.251 -0.611
N -0.624 0.144 -2.555
C -1.852 -0.606 -3.006
C -3.182 -0.408 -2.332
C -4.133 0.472 -2.824
C -5.351 0.570 -2.174
C -5.582 -0.242 -1.079
C -4.594 -1.144 -0.708
N -3.421 -1.245 -1.321
C 0.477 -0.719 -3.028
C 0.565 -1.930 -2.120
C 1.070 -3.146 -2.543
C 1.107 -4.202 -1.647
C 0.624 -4.019 -0.361
C 0.138 -2.773 -0.012
N 0.114 -1.752 -0.870
H 0.518 1.795 -3.081
H -0.808 1.468 -4.201
H -2.421 2.444 -2.582
H -1.079 3.529 -2.902
H -2.445 4.358 -0.416
H -0.704 5.857 0.399
H 1.714 5.078 0.508
H 2.197 2.722 0.032
H -1.635 -1.663 -2.871
H -1.938 -0.419 -4.083
H -3.919 1.078 -3.695
H -6.108 1.261 -2.522
H -6.519 -0.210 -0.541
H -4.767 -1.833 0.112
H 1.409 -0.157 -3.020
H 0.316 -1.051 -4.060
H 1.414 -3.262 -3.562
H 1.497 -5.163 -1.954
H 0.615 -4.822 0.362
H -0.252 -2.577 0.979
N -2.754 0.189 3.498
C -1.580 0.493 2.981
S -2.102 1.339 -0.059
N -0.679 -0.052 2.386
N 0.316 0.065 1.565
C 1.517 -0.348 1.969
C 1.780 -0.843 3.328
C 1.503 -0.054 4.443
C 1.748 -0.542 5.716
C 2.260 -1.821 5.887
C 2.535 -2.614 4.782
C 2.298 -2.126 3.506
C 2.561 -0.231 0.960
C 3.907 -0.427 1.272
C 4.865 -0.201 0.302
C 4.467 0.250 -0.948
C 3.116 0.429 -1.178
N 2.175 0.167 -0.272
H -3.271 -0.606 3.146
H -3.278 0.919 3.949
H 1.118 0.949 4.310
H 1.544 0.079 6.577
H 2.449 -2.198 6.883
H 2.935 -3.610 4.912
H 2.513 -2.743 2.641
H 4.186 -0.721 2.272
H 5.912 -0.347 0.529
H 5.180 0.483 -1.724
H 2.775 0.846 -2.117
```

Record 6
Below is an isolated molecule of C21H29N5O2, with properties calculated with ωB97M-V/def2-TZVPD.

SMILES   Cc1cnn(CCCNC(=O)C[C@@H]2CCN(Cc3ccc(C(N)=O)cc3)C2)c1
Lowest unoccupied orbital energy   0.692 eV
E_HOMO   -8.8 eV
Energy above the lowest of the compared OMol25 structures with the same formula, charge and spin   1.645 eV
Largest force on an atom   0.7 eV Å⁻¹

Geometry as XYZ:
```
57
C21H29N5O2, DFT ωB97M-V/def2-TZVPD
C -1.152 -8.381 -1.512
C -0.681 -7.018 -1.113
C -1.396 -5.804 -1.134
N -0.662 -4.787 -0.707
N 0.524 -5.322 -0.400
C 1.602 -4.464 0.043
C 2.168 -3.624 -1.092
C 3.206 -2.632 -0.591
N 3.749 -1.785 -1.670
C 3.466 -0.411 -1.589
O 4.322 0.405 -1.338
C 2.016 -0.047 -1.807
C 1.662 1.335 -1.288
C 1.752 1.465 0.253
C 0.364 1.942 0.681
N -0.149 2.614 -0.508
C -1.565 2.905 -0.452
C -1.899 3.939 0.595
C -1.112 5.080 0.734
C -1.423 6.038 1.682
C -2.537 5.882 2.501
C -2.818 6.956 3.508
N -4.100 7.022 3.976
O -1.954 7.717 3.896
C -3.319 4.741 2.373
C -2.996 3.775 1.430
C 0.216 1.727 -1.600
C 0.556 -6.654 -0.635
H -0.383 -9.129 -1.320
H -2.043 -8.672 -0.955
H -1.398 -8.425 -2.573
H -2.417 -5.633 -1.437
H 1.209 -3.821 0.834
H 2.369 -5.102 0.484
H 2.616 -4.270 -1.851
H 1.346 -3.090 -1.573
H 2.771 -2.009 0.198
H 4.041 -3.164 -0.130
H 4.758 -1.867 -1.695
H 1.837 -0.128 -2.884
H 1.379 -0.809 -1.347
H 2.338 2.057 -1.744
H 2.014 0.518 0.729
H 2.519 2.186 0.529
H -0.280 1.081 0.940
H 0.376 2.615 1.538
H -1.870 3.279 -1.434
H -2.154 1.991 -0.261
H -0.243 5.197 0.098
H -0.811 6.920 1.810
H -4.852 6.593 3.469
H -4.318 7.805 4.568
H -4.162 4.572 3.033
H -3.598 2.878 1.351
H 0.100 2.225 -2.564
H -0.427 0.826 -1.605
H 1.441 -7.237 -0.440
```

Record 7
Below is a structure of composition C2H4AgBr2FPt in a non-equilibrium geometry, with properties calculated with ωB97M-V/def2-TZVPD.

Lowest unoccupied orbital energy (alpha / beta)   -9.216 / -11.691 eV
Charge   +2
E_HOMO (alpha / beta)   -17.9 / -17.5 eV
Energy above the lowest of the compared OMol25 structures with the same formula, charge and spin   0.524 eV
2S+1   3
Largest force on an atom   1.8 eV Å⁻¹

Geometry as XYZ:
```
11
C2H4AgBr2FPt, DFT ωB97M-V/def2-TZVPD
Ag 1.180 2.793 1.971
Pt -0.935 1.769 4.285
F 0.393 0.892 2.820
Br 1.519 -1.749 -2.189
C 0.206 -0.310 -1.771
C -0.472 -0.597 -0.474
Br -1.000 -2.546 -0.555
H -0.537 -0.378 -2.561
H 0.666 0.665 -1.620
H -1.299 0.063 -0.221
H 0.278 -0.603 0.315
```

Record 8
Below is a cluster of 2 separate species, C9H14 in total in a non-equilibrium geometry, with properties calculated with ωB97M-V/def2-TZVPD.

SMILES   Cc1ccccc1.CC
Lowest unoccupied orbital energy   1.009 eV
E_HOMO   -9.0 eV
Energy above the lowest of the compared OMol25 structures with the same formula, charge and spin   1.672 eV
Largest force on an atom   3.7 eV Å⁻¹

Geometry as XYZ:
```
23
C9H14, DFT ωB97M-V/def2-TZVPD
C 0.016 0.655 2.609
C 0.024 1.034 1.151
C 1.104 1.283 0.374
C 0.898 1.544 -0.977
C -0.400 1.851 -1.543
C -1.538 1.576 -0.722
C -1.250 1.162 0.616
H -0.082 1.431 3.404
H 0.900 0.083 2.901
H -0.902 0.069 2.859
H 2.148 1.353 0.830
H 1.876 1.588 -1.647
H -0.548 2.122 -2.571
H -2.582 1.637 -0.986
H -2.118 0.915 1.297
C 0.696 -2.676 -1.502
C -0.205 -2.014 -0.425
H 1.456 -3.308 -0.933
H 0.030 -3.045 -2.339
H 1.397 -1.872 -1.910
H -1.147 -1.753 -0.884
H 0.374 -1.071 -0.076
H -0.147 -2.566 0.473
```

Record 9
Below is a structure of composition C27H40BrINO3S3Sb2Tl, with properties calculated with ωB97M-V/def2-TZVPD.

Lowest unoccupied orbital energy   -7.204 eV
Charge   +2
E_HOMO   -12.8 eV
Energy above the lowest of the compared OMol25 structures with the same formula, charge and spin   0.000 eV
Largest force on an atom   0.5 eV Å⁻¹

Geometry as XYZ:
```
79
C27H40BrINO3S3Sb2Tl, DFT ωB97M-V/def2-TZVPD
Tl 0.369 -0.149 -1.007
C 0.911 -1.379 2.843
Sb -0.002 0.538 3.052
C -1.756 -0.258 3.980
C 0.849 0.870 5.200
C 2.265 0.922 5.136
C 3.023 -0.269 5.263
C 4.382 -0.256 5.166
C 5.130 0.942 4.929
C 4.470 2.106 4.819
C 3.020 2.162 4.929
C 2.412 3.364 4.884
Sb 2.608 4.178 0.379
C 4.024 2.611 0.125
C 2.808 4.959 -1.581
H 0.714 -1.967 3.739
H 1.985 -1.285 2.687
H 0.474 -1.897 1.988
H -1.473 -0.919 4.797
H -2.288 -0.846 3.233
H -2.394 0.536 4.366
H 0.451 -0.019 5.677
H 0.318 1.777 5.468
H 2.502 -1.195 5.464
H 4.923 -1.187 5.285
H 6.208 0.897 4.865
H 5.000 3.038 4.665
H 2.992 4.268 4.757
H 1.343 3.491 4.982
H 5.034 3.010 0.227
H 3.909 2.181 -0.868
H 3.876 1.841 0.884
H 3.854 5.235 -1.720
H 2.180 5.836 -1.718
H 2.542 4.190 -2.307
C -3.571 -3.780 -0.756
C -2.476 -3.814 0.305
S -0.857 -3.171 -0.168
C -0.363 -4.187 -1.577
C -0.967 -3.849 -2.946
S -0.980 -2.080 -3.343
C -2.636 -1.858 -4.032
C -3.831 -2.410 -3.244
S -3.860 -2.131 -1.452
H -4.502 -4.125 -0.305
H -3.340 -4.466 -1.567
H -2.356 -4.836 0.668
H -2.760 -3.198 1.160
H -0.555 -5.234 -1.339
H 0.721 -4.072 -1.617
H -1.989 -4.208 -3.020
H -0.390 -4.364 -3.714
H -2.656 -2.296 -5.031
H -2.725 -0.778 -4.161
H -3.951 -3.480 -3.411
H -4.732 -1.947 -3.645
Br -0.432 4.640 -3.636
C -0.751 5.275 -1.891
C -1.297 6.541 -1.753
C -1.536 7.060 -0.487
C -1.215 6.326 0.645
C -0.650 5.070 0.501
C -0.417 4.529 -0.764
C 0.095 3.129 -0.836
O -0.447 2.287 -1.526
O 1.145 2.821 -0.106
H -1.537 7.117 -2.636
H -1.970 8.046 -0.392
H -1.406 6.729 1.629
H -0.416 4.474 1.376
N -3.882 0.751 1.335
C -2.900 0.778 0.428
O -1.750 0.399 0.691
C -3.263 1.321 -0.928
I -3.806 3.383 -0.829
H -3.701 0.429 2.270
H -4.793 1.123 1.123
H -4.128 0.804 -1.327
H -2.417 1.253 -1.601
```

Record 10
Below is an isolated molecule of C3H8N2 in a non-equilibrium geometry, with properties calculated with ωB97M-V/def2-TZVPD.

SMILES   CC/C=N\N
Lowest unoccupied orbital energy   1.001 eV
E_HOMO   -8.3 eV
Energy above the lowest of the compared OMol25 structures with the same formula, charge and spin   3.192 eV
Largest force on an atom   4.8 eV Å⁻¹

Geometry as XYZ:
```
13
C3H8N2, DFT ωB97M-V/def2-TZVPD
C -1.426 -0.693 -0.183
C -0.789 0.682 0.267
C 0.509 1.162 -0.209
N 1.623 0.603 -0.083
N 1.755 -0.801 0.021
H -1.509 -0.815 -1.264
H -2.491 -0.921 0.235
H -0.696 -1.445 0.153
H -1.461 1.462 -0.092
H -0.717 0.769 1.333
H 0.592 2.189 -0.540
H 2.423 -1.130 -0.585
H 2.187 -1.061 0.946
```